1.
Formula: C23H48Cl2FN3O6S
Source: the OMol25 dataset
Level of theory: ωB97M-V/def2-TZVPD

## Properties
Lowest unoccupied orbital energy: 0.46 eV
Frontier orbital gap: 0.3574 Ha
Calculated total energy: -2939.22660 a.u.
Molar mass: 584.6 g/mol
SMILES string: CCOCCCCC[C@H]1[C@H](C)[C@](N)(/C(Cl)=C(/C)Cl)OS(=O)(=O)[C@H]1F.COC[C@@H](C)N.COC[C@@H](C)N
Total charge: 0

Each line ends with the Mulliken charge.
Positions of all 84 atoms, in Å:
C1 1.42046 3.65666 3.92232  -1.175
C2 0.38377 3.02310 3.00956  -0.370
O1 0.34699 1.61942 3.22885  -0.156
C3 -0.94693 1.07569 3.41281  -0.515
C4 -0.88808 -0.43657 3.25993  -1.184
C5 -1.03598 -0.91410 1.81572  -0.013
C6 0.00600 -0.31634 0.85251  -0.377
C7 0.50967 -1.25629 -0.26507  0.004
C8 0.07726 -0.85593 -1.69174  0.003
C9 0.96564 -1.55953 -2.74148  -0.389
C10 2.40882 -1.06158 -2.57013  -2.041
C11 0.50889 -1.40103 -4.21663  1.031
N1 0.98033 -2.56351 -4.91880  -0.620
C12 0.97222 -0.07263 -4.85845  -0.299
Cl1 2.37879 -0.21945 -5.87404  -0.179
C13 0.46308 1.15032 -4.77107  0.624
C14 0.98149 2.37211 -5.46493  -1.435
Cl2 -0.92511 1.49858 -3.79499  -0.141
O2 -0.93516 -1.40468 -4.39684  -0.481
S1 -1.83956 -2.10739 -3.30045  1.328
O3 -1.39205 -3.43896 -3.05668  -0.620
O4 -3.18737 -1.84463 -3.67963  -0.699
C15 -1.43248 -1.09971 -1.86411  0.087
F1 -1.99984 -1.77508 -0.80087  -0.337
H1 1.26398 3.30925 4.94466  0.293
H2 1.33792 4.74441 3.89288  0.385
H3 2.42426 3.36892 3.60670  0.273
H4 0.65746 3.18750 1.96073  0.266
H5 -0.60441 3.45896 3.18691  0.413
H6 -1.32875 1.34307 4.40795  0.358
H7 -1.65107 1.49800 2.67928  0.398
H8 -1.71305 -0.85774 3.84302  0.468
H9 0.04292 -0.79878 3.70673  0.301
H10 -2.04365 -0.63822 1.48571  -0.387
H11 -1.00910 -2.00610 1.76838  0.573
H12 -0.37728 0.60995 0.40823  0.380
H13 0.86915 -0.00634 1.44659  0.232
H14 0.20210 -2.28443 -0.06081  0.442
H15 1.59740 -1.24579 -0.23425  -0.640
H16 0.25057 0.21952 -1.77594  0.399
H17 0.94614 -2.63342 -2.54490  0.540
H18 2.82346 -1.53602 -1.68147  0.498
H19 2.43666 0.01607 -2.39220  0.331
H20 3.06429 -1.32096 -3.40130  0.458
H21 0.80406 -2.49548 -5.91356  0.325
H22 1.96294 -2.73458 -4.75509  0.302
H23 0.14545 3.03436 -5.68653  0.404
H24 1.66288 2.91614 -4.80749  0.275
H25 1.47713 2.11960 -6.39973  0.442
H26 -1.98675 -0.17147 -2.00672  0.217
C16 -6.70510 1.29750 2.29352  -0.711
O5 -5.42499 0.71667 2.14541  -0.360
C17 -5.26434 -0.12877 1.02176  -0.673
C18 -4.92954 0.59966 -0.28434  0.841
C19 -6.11472 1.31040 -0.92743  -1.683
N2 -3.83084 1.55810 -0.11799  -0.621
H27 -7.49161 0.61109 1.96458  0.322
H28 -6.79879 2.23516 1.73975  0.250
H29 -6.84581 1.50923 3.35295  0.260
H30 -4.42463 -0.78336 1.27009  0.185
H31 -6.15071 -0.76454 0.89682  0.491
H32 -4.58846 -0.17174 -0.98275  0.219
H33 -6.35798 2.23634 -0.40487  0.314
H34 -5.87717 1.57157 -1.95796  0.378
H35 -7.00222 0.67523 -0.93231  0.356
H36 -3.00916 1.05635 0.21127  0.050
H37 -4.07342 2.17900 0.64981  0.349
C20 5.63152 -0.89128 0.00179  -0.899
O6 4.31327 -0.86670 0.51253  -0.216
C21 4.03747 -1.78491 1.55393  -0.507
C22 4.43930 -1.30258 2.95274  0.304
C23 5.93958 -1.36324 3.21912  -1.561
N3 3.95647 0.04822 3.24697  -0.671
H38 6.03807 -1.90744 0.00209  0.411
H39 6.30227 -0.23856 0.56543  0.275
H40 5.58854 -0.53057 -1.02598  0.250
H41 2.95133 -1.91594 1.54308  0.154
H42 4.48861 -2.76018 1.32605  0.515
H43 3.95004 -1.98154 3.65850  0.428
H44 6.46595 -0.54688 2.72374  0.293
H45 6.13136 -1.26993 4.28721  0.396
H46 6.36787 -2.30679 2.87528  0.354
H47 2.94149 0.07839 3.20079  0.158
H48 4.27078 0.66715 2.50487  0.357

Forces on atoms 1 to 3 (eV/Å):
-0.11 -0.13 -0.12
0.14 -0.07 0.05
0.07 -0.03 -0.02

***

2.
Formula: C23H48FN2OS2
Source: the OMol25 dataset
Level of theory: ωB97M-V/def2-TZVPD

## Properties
Lowest unoccupied orbital energy: -2.94 eV
Frontier orbital gap: 0.2935 Ha
Calculated total energy: -1985.40838 a.u.
Molar mass: 451.8 g/mol
SMILES string: CCCCCCCCN(CCCCCCCC)C(=S)SCCC[N@@+](C)(F)CCO
Total charge: +1

Each line ends with the Mulliken charge.
Positions of all 77 atoms, in Å:
C1 -2.40331 -3.66224 -3.35592  -0.590
C2 -1.14936 -3.23635 -4.34708  -0.218
C3 -0.00697 -4.40255 -4.50892  -0.788
C4 0.93662 -4.63669 -3.18659  -0.493
C5 1.47693 -3.22141 -2.49406  -0.625
C6 0.40426 -2.80669 -1.31667  0.331
C7 1.10504 -1.92442 -0.08021  -0.856
C8 0.28929 -0.56482 0.30450  0.722
N1 -0.98980 -0.73613 1.07051  0.685
C9 -2.19307 -0.11854 0.39806  -0.701
C10 -2.11550 1.52052 0.60600  -0.229
C11 -2.31143 2.36034 -0.82702  0.047
C12 -1.81453 3.89012 -0.52033  -0.549
C13 -1.63029 4.84821 -1.83578  -0.468
C14 -2.34660 4.31456 -3.20495  -0.603
C15 -1.53905 3.16088 -4.03321  -0.355
C16 0.07740 3.10469 -3.78426  -0.692
C17 -1.23274 -2.13327 1.57593  -0.308
S1 -2.25672 -3.31014 0.90035  -0.052
S2 -0.32401 -2.62184 3.17659  -0.135
C18 -0.89239 -1.33565 4.41485  -0.577
C19 0.31018 -0.53044 5.18481  -0.750
C20 1.52535 -0.01083 4.17120  -0.534
N2 2.64007 0.72131 4.88495  0.804
C21 2.19061 1.83055 5.81023  -0.885
F1 3.25649 -0.21613 5.68807  -0.197
C22 3.71309 1.29342 3.98523  -0.329
C23 3.62233 0.83556 2.41371  -0.143
O1 4.82130 1.32993 1.69924  -0.537
H1 -3.39982 -3.68366 -3.97674  0.317
H2 -2.25597 -4.72693 -2.84717  0.199
H3 -2.53953 -2.89634 -2.45780  -0.034
H4 -0.62862 -2.21260 -4.02262  0.120
H5 -1.58150 -3.02068 -5.43840  0.382
H6 0.67741 -4.23154 -5.45237  0.315
H7 -0.59223 -5.42162 -4.71652  0.308
H8 1.84831 -5.33228 -3.51413  0.301
H9 0.31723 -5.29045 -2.41542  0.252
H10 2.56149 -3.44185 -2.11230  0.328
H11 1.57369 -2.41601 -3.35915  0.302
H12 -0.54042 -2.28691 -1.77100  -0.409
H13 0.04460 -3.82346 -0.82482  0.165
H14 1.40745 -2.60588 0.84031  0.143
H15 2.14728 -1.56711 -0.54184  0.477
H16 0.03257 0.08064 -0.66593  0.012
H17 1.02446 0.11845 0.93780  -0.892
H18 -2.37970 -0.45558 -0.70658  0.048
H19 -3.14326 -0.46931 1.03001  0.492
H20 -2.90358 1.92139 1.37426  0.411
H21 -1.03950 1.82726 1.01071  -0.100
H22 -1.67290 1.77484 -1.61544  -0.242
H23 -3.46413 2.36591 -1.02801  0.273
H24 -0.81702 3.87250 0.09288  0.158
H25 -2.64580 4.39543 0.16680  0.251
H26 -2.16174 5.88293 -1.56568  0.323
H27 -0.48892 5.10002 -1.92682  0.194
H28 -3.43209 3.96448 -2.93646  0.222
H29 -2.43519 5.26020 -3.92798  0.324
H30 -1.97495 2.09265 -3.76011  0.183
H31 -1.74536 3.29992 -5.19640  0.383
H32 0.57376 2.65925 -4.75382  0.318
H33 0.29932 2.38649 -2.85719  0.023
H34 0.55560 4.15545 -3.59303  0.254
H35 -1.61268 -1.88587 5.19130  0.423
H36 -1.57015 -0.53845 3.87209  0.253
H37 0.75377 -1.20170 6.04389  0.321
H38 -0.20691 0.40133 5.72286  0.359
H39 0.99829 0.64107 3.35452  0.124
H40 2.00829 -1.01192 3.74199  0.348
H41 1.38723 2.47449 5.23291  0.360
H42 3.12602 2.45030 6.16125  0.408
H43 1.64539 1.38656 6.77245  0.304
H44 3.59303 2.47301 4.02345  0.263
H45 4.78195 1.01865 4.43464  0.303
H46 2.62591 1.24916 1.93606  0.153
H47 3.62467 -0.35289 2.32658  0.227
H48 4.46105 1.87870 0.92775  0.378

Forces on atoms 1 to 3 (eV/Å):
0.00 0.11 0.35
0.23 0.23 -0.78
-0.41 -0.71 0.04

***

3.
Formula: C23H48N6O5P
Source: the OMol25 dataset
Level of theory: ωB97M-V/def2-TZVPD

## Properties
Lowest unoccupied orbital energy: -2.43 eV
Frontier orbital gap: 0.3022 Ha
Calculated total energy: -1951.03112 a.u.
Molar mass: 519.6 g/mol
Total charge: +1

Each line ends with the Mulliken charge.
Positions of all 83 atoms, in Å:
C1 3.65945 -3.00374 -1.59745  -0.989
C2 2.97037 -3.29808 -2.92457  -0.197
O1 2.21474 -2.21279 -3.44660  -0.464
C3 1.31330 -1.63300 -2.52903  0.021
C4 0.04231 -1.22653 -3.31291  -1.358
N1 -1.14238 -1.94673 -2.83849  0.368
C5 -1.39139 -3.23636 -3.10420  -0.428
N2 -2.53484 -3.61454 -2.54298  0.155
P1 -3.40452 -5.18540 -2.59776  -0.098
C6 -4.31067 -5.10065 -1.01346  -1.126
C7 -2.15743 -6.50875 -2.26232  -0.422
C8 -0.68642 -6.09969 -2.15442  -1.137
C9 -3.06261 -2.50586 -1.89890  -0.322
C10 -2.19165 -1.46080 -2.08323  -0.125
C11 -2.38054 -0.06715 -1.55470  -1.016
C12 -2.53659 -0.08044 -0.04120  0.569
O2 -3.65039 -0.11566 0.40265  -0.569
N3 -1.39665 -0.01685 0.75682  0.194
C13 -1.77141 0.12225 2.18603  -1.319
C14 -0.56296 -1.23555 0.61062  -0.850
H1 4.55608 -3.60000 -1.48448  0.371
H2 3.86465 -1.94546 -1.47380  0.218
H3 3.00713 -3.29075 -0.77278  0.326
H4 2.36201 -4.20386 -2.86701  0.120
H5 3.73635 -3.50577 -3.66589  0.408
H6 1.01222 -2.32777 -1.75025  0.494
H7 1.74692 -0.72431 -2.11446  0.372
H8 -0.16099 -0.17602 -3.16478  0.112
H9 0.21882 -1.45911 -4.35522  0.560
H10 -0.74224 -3.85867 -3.68926  0.577
H11 -3.72775 -4.55445 -0.26950  0.436
H12 -4.43336 -6.10383 -0.62444  0.408
H13 -5.25886 -4.59316 -1.13440  0.345
H14 -2.43813 -6.97649 -1.31989  0.341
H15 -2.29925 -7.26763 -3.02202  0.449
H16 -0.28418 -5.94475 -3.15681  0.255
H17 -0.08744 -6.89396 -1.72802  0.452
H18 -0.54249 -5.16739 -1.61931  0.265
H19 -3.99300 -2.45515 -1.36908  0.702
H20 -3.32050 0.28163 -1.96417  0.391
H21 -1.58912 0.59155 -1.89448  0.378
H22 -2.38738 0.99437 2.35061  0.300
H23 -2.24990 -0.79632 2.52148  0.385
H24 -0.84550 0.25897 2.72924  0.608
H25 0.26394 -1.05596 -0.06743  0.049
H26 -1.14789 -2.09940 0.29861  0.311
H27 -0.13363 -1.48501 1.57257  0.506
C15 4.28379 1.01335 -2.63549  0.246
O3 3.66417 1.81047 -1.95537  -0.657
N4 5.61552 1.00552 -2.80019  0.080
C16 6.28444 0.01985 -3.62694  -0.902
C17 6.40610 2.02382 -2.12410  -0.967
H28 3.77457 0.20568 -3.19438  0.231
H29 6.99396 -0.55527 -3.02894  0.335
H30 6.82496 0.51109 -4.43758  0.368
H31 5.55244 -0.66154 -4.05660  0.281
H32 6.26035 1.95627 -1.04613  0.319
H33 6.09268 3.01622 -2.44705  0.295
H34 7.45715 1.88046 -2.35855  0.389
C18 1.04541 2.46078 4.42129  0.058
O4 0.53322 1.40335 4.08569  -0.591
N5 0.93595 3.60690 3.73962  0.193
C19 1.56704 4.83864 4.18241  -0.846
C20 0.15696 3.61789 2.51162  -0.897
H35 1.65336 2.55247 5.33601  0.234
H36 0.81138 5.60791 4.34221  0.263
H37 2.26987 5.19043 3.42563  0.339
H38 2.10804 4.66456 5.11053  0.284
H39 -0.87092 3.32106 2.72143  0.155
H40 0.58023 2.91145 1.79510  0.367
H41 0.16163 4.61806 2.09121  0.384
C21 -2.03609 5.89647 4.56504  0.220
O5 -1.43774 6.24215 3.56124  -0.626
N6 -3.37163 5.81654 4.66652  0.104
C22 -4.03066 5.39833 5.88916  -0.912
C23 -4.17794 6.16465 3.50717  -0.935
H42 -1.51269 5.61483 5.49553  0.227
H43 -4.62774 4.50281 5.70815  0.338
H44 -4.68583 6.19098 6.25406  0.340
H45 -3.28942 5.17685 6.65358  0.297
H46 -3.92526 5.51736 2.66705  0.273
H47 -3.98306 7.19522 3.21108  0.299
H48 -5.23043 6.04947 3.75100  0.390

Forces on atoms 1 to 3 (eV/Å):
-0.81 -0.28 0.32
0.76 0.02 -0.11
-0.13 -0.21 0.10